(1)
DFT (wB97M-V/def2-TZVPD) results for a molecular structure, C20H46OP4PtS at a distorted geometry.

Last column: Mulliken charge in e.
Atoms and positions in Å:
Pt 0.0284 0.1169 -0.9778  1.2924
P 1.7000 1.1964 0.2410  0.6223
P -1.2458 0.2770 0.9914  0.3480
P -1.0845 1.8691 -1.8419  0.7525
H 0.0448 -1.5550 -5.5425  0.3491
C 0.0612 -0.4771 -5.3399  -0.2880
C 1.2551 0.1048 -5.0891  -0.3716
H 2.1566 -0.2308 -5.6165  0.6550
C 2.7920 -0.0374 0.9864  -0.8571
C 1.3581 2.3844 1.6009  -1.6035
C 2.7049 2.1210 -0.9383  -1.1757
C -2.6966 -0.8152 0.7983  -1.0976
C -0.4637 -0.3717 2.5175  -0.8963
C -2.0526 1.8097 1.6812  -1.4655
C -0.5206 2.0453 -3.5393  -0.4990
C -0.8616 3.4929 -1.0645  -1.3499
C -2.8854 1.6334 -1.9518  -1.3017
H -0.8606 0.0571 -5.6322  0.4922
H 1.4569 0.9557 -4.4371  0.1956
H 3.4921 -0.3706 0.2131  0.4344
H 2.2223 -0.9085 1.3277  -0.1166
H 3.3436 0.4171 1.8198  0.5375
H 0.9445 1.9186 2.5016  0.3354
H 0.6860 3.1854 1.2759  0.3552
H 2.3270 2.8283 1.8690  0.6018
H 3.3280 1.4124 -1.4958  0.3891
H 3.3346 2.8064 -0.3576  0.5043
H 2.0731 2.6826 -1.6343  0.2512
H -3.2576 -0.8312 1.7453  0.5139
H -2.3711 -1.8302 0.5383  0.0197
H -3.3548 -0.4417 0.0061  0.3575
H -1.2447 -0.5529 3.2676  0.6066
H 0.2660 0.3092 2.9565  0.3303
H 0.0529 -1.3102 2.3102  -0.2528
H -2.6304 1.5054 2.5707  0.5510
H -2.7444 2.2808 0.9725  0.4656
H -1.3073 2.5501 1.9969  0.3787
H -1.1083 2.8274 -4.0321  0.5966
H -0.6229 1.0996 -4.0802  -0.8585
H 0.5397 2.3246 -3.5267  0.4163
H -1.3374 4.2073 -1.7481  0.5614
H 0.2004 3.7422 -0.9657  0.3524
H -1.3559 3.5434 -0.0883  0.3558
H -3.2479 2.4202 -2.6292  0.5614
H -3.3712 1.7395 -0.9725  0.3559
H -3.1131 0.6491 -2.3831  0.3612
C 1.5146 -2.8834 -3.2079  0.1415
C 0.2760 -2.4221 -2.7484  2.7471
C -0.8686 -3.1914 -2.9483  -0.3895
C -0.7937 -4.4240 -3.5959  -0.6760
C 0.4528 -4.9190 -3.9830  -0.7223
C 1.5912 -4.1403 -3.8425  -0.7194
S 3.0265 -1.9844 -3.1256  0.1915
H 3.1162 -1.8029 -4.4544  0.2865
H 0.2310 -1.4414 -2.2046  -2.0779
H -1.8332 -2.8143 -2.6096  0.6246
H -1.6989 -4.9900 -3.7993  0.5415
H 0.5506 -5.9206 -4.3871  0.5158
H 2.5763 -4.4600 -4.1939  0.5604
C 1.8439 -4.4747 -0.3378  -0.9186
P 0.6961 -3.5527 0.6836  0.8442
C -0.9656 -4.2180 0.5008  -1.1499
C 1.1731 -3.8026 2.3967  -1.3123
O 0.7093 -2.0970 0.2467  -0.5844
H 1.3577 -4.8665 -1.2350  0.1821
H 2.2784 -5.3021 0.2265  0.5690
H 2.6521 -3.8093 -0.6585  0.2316
H -0.9334 -5.3112 0.5628  0.4643
H -1.5945 -3.8184 1.3047  0.4240
H -1.3593 -3.9032 -0.4718  0.1168
H 2.0564 -3.2199 2.6686  0.4064
H 0.3626 -3.5442 3.0818  0.4304
H 1.4052 -4.8598 2.5336  0.5059

Summary:
LUMO energy (alpha / beta): -13.60 / -16.31 eV
Charge: +4
E: -74727.296 eV
⟨S²⟩: 6.028
Frontier orbital gap (alpha / beta): 4.94 / 4.65 eV
Multiplicity: 5
Relative energy (zero: lowest compared OMol25 entry of this formula, charge and spin): 285.07 kJ/mol

---

(2)
DFT (wB97M-V/def2-TZVPD) results for a molecular structure, C39H46CoFN5O3P.

Last column: Mulliken charge in e.
Atoms and positions in Å:
Co -0.8672 1.4502 -0.4947  0.6828
C 0.2077 3.2486 -2.8935  -1.5692
C 1.0165 1.9678 -3.0913  0.8646
C 0.1138 0.8022 -3.3675  0.1609
C 0.1116 0.1800 -4.6089  -0.8445
C -0.7375 -0.8870 -4.8400  -0.6555
C -1.5528 -1.3155 -3.8068  -0.9213
C -1.4885 -0.6511 -2.5969  -0.5218
N -0.6886 0.3981 -2.3729  0.9450
N -0.2549 3.3891 -1.5042  1.2594
C -1.4143 4.2804 -1.4392  -1.8845
C -2.7037 3.5098 -1.4801  1.1495
C -3.8763 4.1022 -1.9200  -1.1145
C -5.0639 3.3990 -1.8309  -0.3861
C -5.0392 2.1164 -1.3092  -1.1180
C -3.8271 1.5837 -0.9140  -0.1736
N -2.6766 2.2626 -0.9947  0.8414
C 0.8234 3.8935 -0.6521  -1.5710
C 0.4937 3.7014 0.8082  0.8972
C 1.2729 4.2898 1.7908  -1.0690
C 0.9461 4.0825 3.1185  -0.4774
C -0.1560 3.2995 3.4222  -1.0167
C -0.8711 2.7422 2.3825  -0.4817
N -0.5605 2.9352 1.0976  0.5184
H -0.6705 3.2199 -3.5418  0.6275
H 0.7992 4.1281 -3.1781  0.3721
H 1.5913 1.7410 -2.1884  -1.5438
H 1.7148 2.0989 -3.9172  0.8789
H 0.7806 0.5332 -5.3822  0.5672
H -0.7588 -1.3731 -5.8064  0.4586
H -2.2356 -2.1437 -3.9333  0.5199
H -2.0936 -0.9637 -1.7589  0.4209
H -1.3887 5.0254 -2.2408  0.5170
H -1.3950 4.8252 -0.4932  0.4474
H -3.8544 5.1094 -2.3143  0.5056
H -5.9931 3.8454 -2.1591  0.4450
H -5.9417 1.5312 -1.2079  0.5265
H -3.7499 0.5874 -0.5062  0.5079
H 1.0218 4.9548 -0.8542  0.4655
H 1.7390 3.3437 -0.8741  0.4639
H 2.1298 4.8896 1.5127  0.5149
H 1.5376 4.5281 3.9068  0.4312
H -0.4479 3.1089 4.4446  0.4761
H -1.7367 2.1172 2.5706  0.5628
C -0.9785 -3.1317 5.5425  -1.4235
C -0.3317 -3.6871 4.2780  -0.2912
C -0.6930 -5.1377 3.9952  -1.0721
C -2.1857 -5.2683 3.7276  -1.2803
C -2.6072 -4.3147 2.6406  0.8022
C -3.7175 -4.5711 1.8711  -0.6768
C -4.1097 -3.6722 0.8820  -0.1715
F -5.1992 -3.9620 0.1533  -0.3610
C -3.4182 -2.5242 0.6331  -0.5488
C -2.2652 -2.2496 1.3817  1.3287
C -1.4858 -1.0486 1.0918  0.6334
O -1.9204 -0.2086 0.2588  -0.4587
C -0.2668 -0.9110 1.7993  -0.5444
C 0.0352 -1.7996 2.7950  -0.1897
N -0.7139 -2.8579 3.1159  0.2176
C -1.8630 -3.1399 2.3878  -1.2110
C 0.7271 0.1846 1.5138  -0.2709
O 1.5324 0.4795 2.3921  -0.7708
O 0.6998 0.6897 0.3395  0.4235
H -0.7819 -3.7933 6.3864  0.4042
H -2.0577 -3.0302 5.4241  0.3702
H -0.5720 -2.1484 5.7793  0.3790
H 0.7516 -3.6053 4.3696  0.5313
H -0.3914 -5.7554 4.8403  0.4430
H -0.1363 -5.4764 3.1180  0.3465
H -2.7514 -5.0479 4.6366  0.3762
H -2.4361 -6.2896 3.4418  0.4843
H -4.2946 -5.4744 2.0230  0.5644
H -3.7434 -1.8402 -0.1372  0.5035
H 0.9360 -1.6379 3.3752  0.6448
C 4.5725 -1.3775 -3.7387  -1.3631
C 3.1974 -1.4239 -3.0739  -0.2582
P 2.9930 -0.6128 -1.4049  0.8362
C 4.3336 0.6684 -1.4435  -1.0568
C 4.2082 1.6443 -0.2682  -1.0033
C 3.7915 -1.9621 -0.4126  -0.6201
C 4.1684 -1.5765 1.0194  -1.1273
H 4.5939 -2.0202 -4.6206  0.4239
H 5.3626 -1.7145 -3.0664  0.2728
H 4.8192 -0.3671 -4.0658  0.2905
H 2.8886 -2.4624 -2.9210  0.4785
H 2.4524 -0.9841 -3.7416  -0.1554
H 4.2221 1.2090 -2.3885  0.4251
H 5.3222 0.2026 -1.4503  0.6091
H 3.1712 1.9552 -0.1246  0.0212
H 4.8304 2.5286 -0.4211  0.3855
H 4.5141 1.1802 0.6682  0.3146
H 4.6709 -2.3287 -0.9502  0.3893
H 3.0584 -2.7738 -0.3982  0.4282
H 5.1124 -1.0312 1.0425  0.3080
H 4.2907 -2.4674 1.6379  0.4014
H 3.4093 -0.9440 1.4843  0.1385

Summary:
LUMO energy (alpha / beta): -2.21 / -2.19 eV
Charge: +1
E: -104414.786 eV
⟨S²⟩: 0.977
Frontier orbital gap (alpha / beta): 7.47 / 7.48 eV
Multiplicity: 2

---

(3)
DFT (wB97M-V/def2-TZVPD) results for a molecular structure, C2H3LiNaO2 at a distorted geometry.

Last column: natural (NBO) charge in e.
Atoms and positions in Å:
O -1.6332 0.5597 0.2426  -0.7966
C -0.4767 0.3038 -0.0865  0.1869
C 0.0494 -1.1444 -0.0341  -0.1507
O 1.3676 -1.2795 0.1511  -0.9845
H -0.3630 -1.5564 -0.9950  0.1139
H -0.6274 -1.5956 0.7402  0.1113
Na 2.4346 0.5782 0.0292  0.8645
Li -3.3977 0.3062 -0.5973  0.8487
H -2.6172 1.8109 0.3678  -0.1934

Summary:
LUMO energy (alpha / beta): -0.53 / -1.00 eV
Charge: 0
E: -10833.693 eV
⟨S²⟩: 0.758
Frontier orbital gap (alpha / beta): 5.35 / 4.91 eV
Multiplicity: 2
Relative energy (zero: lowest compared OMol25 entry of this formula, charge and spin): 207.18 kJ/mol

---

(4)
DFT (wB97M-V/def2-TZVPD) results for a molecular structure, C18H22N2ReSSe2SiTe.

Last column: natural (NBO) charge in e.
Atoms and positions in Å:
Re -0.7822 -0.1835 0.4589  0.8336
Se -2.4133 -2.1606 1.4096  0.3870
Se -0.2777 -2.1682 2.4508  0.3628
C -0.3015 -0.3959 3.2541  0.0418
C -0.0894 -0.2171 4.5989  -0.2235
C 0.0583 1.0944 5.0534  -0.0923
C -0.0279 2.1424 4.1541  -0.2060
C -0.2739 1.8753 2.8155  0.0926
N -0.3975 0.6193 2.3743  -0.5321
C -1.7796 -2.6969 -0.3629  0.0389
C -2.0935 -3.8937 -0.9501  -0.2175
C -1.6489 -4.0956 -2.2605  -0.0968
C -0.9258 -3.1050 -2.8963  -0.2034
C -0.6449 -1.9227 -2.2236  0.0970
N -1.0692 -1.7238 -0.9757  -0.5262
H -0.0332 -1.0624 5.2701  0.2669
H 0.2340 1.2847 6.1038  0.2626
H 0.0798 3.1674 4.4792  0.2657
H -0.3780 2.6614 2.0788  0.2430
H -2.6637 -4.6424 -0.4185  0.2679
H -1.8743 -5.0235 -2.7690  0.2631
H -0.5751 -3.2327 -3.9104  0.2653
H -0.0836 -1.1226 -2.6860  0.2380
C 3.9192 0.0667 -0.8882  -1.1168
Si 2.5690 -0.7136 0.1209  1.6400
C 2.9900 -0.6011 1.9369  -1.1250
C 2.2911 -2.4850 -0.4174  -1.1279
C 1.0311 0.3985 -0.2484  -1.2084
H 4.8549 -0.4720 -0.7162  0.2616
H 4.0794 1.1096 -0.6104  0.2531
H 3.7045 0.0281 -1.9573  0.2499
H 4.0169 -0.9488 2.0746  0.2726
H 2.3682 -1.2157 2.5917  0.2116
H 2.9503 0.4311 2.2934  0.2450
H 3.0854 -3.1152 -0.0094  0.2684
H 2.3427 -2.5757 -1.5047  0.2495
H 1.3422 -2.9064 -0.0814  0.2111
H 0.9979 0.5359 -1.3396  0.2619
H 1.3090 1.3814 0.1558  0.2669
Te -2.8545 1.2936 -0.2245  0.5559
C -1.9942 2.9312 -1.2216  -0.5426
C -2.6612 3.7369 -2.1029  -0.2403
C -1.8611 4.8268 -2.5419  -0.2346
C -0.6198 4.8250 -1.9871  -0.3703
S -0.3956 3.4884 -0.9295  0.4263
H -3.6791 3.5741 -2.4266  0.2463
H -2.2034 5.5758 -3.2398  0.2550
H 0.1873 5.5227 -2.1460  0.2624

Summary:
LUMO energy (alpha / beta): -7.90 / -7.76 eV
Charge: +2
E: -180816.733 eV
⟨S²⟩: 3.789
Frontier orbital gap (alpha / beta): 5.48 / 5.78 eV
Multiplicity: 4
Relative energy (zero: lowest compared OMol25 entry of this formula, charge and spin): 39.79 kJ/mol